Arrangement P

An isolated molecule of C5H10ClN. Source: OMol25; level of theory: wB97M-V/def2-TZVPD.

```
17
Properties=species:S:1:pos:R:3:lowdin_charge:R:1
C -0.48780 1.67831 0.21731 -0.0233
C -0.55204 0.13191 -0.10320 -0.5566
C -1.96823 -0.51049 -0.11991 -0.0232
N 0.07571 -0.42885 -1.25921 0.0611
C 0.52911 -0.75629 0.10216 -0.3749
C 1.92533 -0.79287 0.69347 -0.3855
Cl 3.01770 0.32951 -0.39516 0.4285
H -0.92719 2.17625 -0.75972 0.1061
H -1.01874 2.07794 1.25580 0.1340
H 0.54458 1.91950 0.10019 0.0152
H -1.70116 -1.50640 -0.73834 0.1316
H -2.62929 0.01664 -0.75552 0.0539
H -2.22170 -0.56620 0.92561 0.0682
H 0.71670 -0.00384 -1.88645 0.0711
H 0.22184 -1.71430 0.34209 0.1009
H 2.56654 -1.73838 0.63397 0.0875
H 1.90864 -0.31245 1.74692 0.1054
```

The LUMO energy is 0.9 eV. For the HOMO energy, the calculation gives -9.17 eV. The HOMO-LUMO gap comes out at 10.0375 eV. The total charge is 0. The spin multiplicity is 1. The structure (SMILES) is CC1(C)N[C@H]1CCl.

Arrangement Q

A cluster of 2 separate species, C5H10ClN in total. Source: OMol25; level of theory: wB97M-V/def2-TZVPD.

```
17
Properties=species:S:1:pos:R:3:lowdin_charge:R:1
C 0.73734 -0.60427 -1.81371 -0.0338
C -0.16259 0.45778 -1.12078 -0.1768
N -0.99026 0.28615 -0.16602 -0.0462
C -1.61551 -0.97448 0.00130 -0.1512
H 1.50719 -0.27348 -2.42408 0.0417
H 0.04071 -1.22260 -2.44955 0.0920
H 1.04340 -1.26400 -1.10188 0.0357
H 0.03078 1.44456 -1.19472 0.0573
H -1.59770 -1.61848 -0.81015 0.0445
H -1.17550 -1.32697 0.94094 0.0874
H -2.68603 -0.98507 0.12712 0.0750
C 1.18063 1.27049 2.44915 -0.0876
C -0.04633 1.61527 2.19631 -0.6176
Cl -1.44255 0.99591 3.13199 0.5408
H 1.36697 0.56861 3.29266 0.0749
H 1.88015 1.56529 1.74494 0.0336
H -0.17469 2.11101 1.27543 0.0302
```

The LUMO energy is 0.9 eV. For the HOMO energy, the calculation gives -9.16 eV. The HOMO-LUMO gap comes out at 10.0553 eV. The total charge is 0. The spin multiplicity is 1. The structure (SMILES) is C/C=N\C.C=CCl.

Most stable = arrangement Q

Arrangement P

A structure of composition C3H13N3. Source: OMol25; level of theory: wB97M-V/def2-TZVPD.

```
19
Properties=species:S:1:pos:R:3:lowdin_charge:R:1
C 0.52379 0.44997 1.55148 -0.5359
N 0.49227 1.87610 1.79952 0.0456
N 1.14028 0.21583 0.23376 -0.0062
N -0.77226 -0.18706 1.65596 0.0579
H 1.17551 -0.00756 2.30349 0.1397
H -0.13277 2.33633 1.14392 0.0721
H 0.13912 2.05525 2.73265 0.0734
H -0.69190 -1.19335 1.55000 0.0699
H -1.39538 0.14515 0.92589 0.0627
H 0.51979 0.52804 -0.56053 0.0618
H 2.04757 0.65889 0.14363 0.1151
C -0.84156 0.02085 -2.00576 -0.1839
C -0.52746 -1.32313 -1.91712 -0.2346
H -1.27653 -2.01357 -1.54508 0.0526
H 0.08761 -1.76871 -2.68974 0.0493
H -1.78928 0.39312 -1.63495 0.0299
H -0.36418 0.65400 -2.74358 0.0347
H 1.03749 -1.05690 -0.17903 0.0628
H 0.62789 -1.78327 -0.76452 0.0330
```

The LUMO energy is 0.9 eV. For the HOMO energy, the calculation gives -7.11 eV. The HOMO-LUMO gap comes out at 8.0290 eV. The total charge is 0. The spin multiplicity is 1.

Arrangement Q

A cluster of 2 separate species, C3H13N3 in total. Source: OMol25; level of theory: wB97M-V/def2-TZVPD.

```
19
Properties=species:S:1:pos:R:3:lowdin_charge:R:1
C 1.58669 -0.04603 -1.00370 -0.1195
C 0.41924 -0.31345 -1.99055 -0.3331
N 0.65759 0.44101 -3.24394 -0.0378
H 1.71763 1.02521 -0.97965 0.0597
H 1.40314 -0.71082 -0.15101 0.0594
H 2.48922 -0.45569 -1.50711 0.0692
H 0.39093 -1.34625 -2.34332 0.0957
H -0.53062 -0.10481 -1.47892 0.0923
H 0.75225 1.43421 -3.04455 0.0529
H 1.54374 0.22707 -3.67775 0.0520
N -0.88815 -0.75683 3.13070 -0.0002
C -1.39674 -0.22316 1.83918 -0.3888
N -0.99917 1.12232 1.58334 -0.0181
H -0.15812 -1.42632 2.96372 0.0471
H -1.71225 -0.99970 3.65233 0.0466
H -1.12944 -0.94358 1.05857 0.0848
H -2.50524 -0.20060 1.65493 0.1189
H -1.58709 1.82234 2.02664 0.0639
H -0.05363 1.45509 1.51109 0.0550
```

The LUMO energy is 1.0 eV. For the HOMO energy, the calculation gives -8.97 eV. The HOMO-LUMO gap comes out at 9.9621 eV. The total charge is 0. The spin multiplicity is 1. The structure (SMILES) is CCN.NCN.

Most stable = arrangement Q

Arrangement P

A cluster of 2 separate species, C3H13N3 in total. Source: OMol25; level of theory: wB97M-V/def2-TZVPD.

```
19
Properties=species:S:1:pos:R:3:lowdin_charge:R:1
C -2.02263 -0.31036 -0.03227 -0.0950
C -1.96814 -0.46153 1.48926 -0.3440
N -0.73217 0.09009 2.01456 -0.0215
H -1.18672 0.28861 -0.38095 0.0335
H -2.96506 0.09191 -0.39285 0.0675
H -1.86004 -1.28235 -0.50434 0.0724
H -2.01065 -1.50910 1.72211 0.0887
H -2.85591 -0.06794 1.99384 0.0939
H -0.67484 0.03868 3.01921 0.0596
H -0.51451 1.01043 1.66944 0.0549
N 2.69314 -0.28327 -0.57893 -0.0099
C 1.38651 0.24887 -0.94886 -0.4022
N 1.27903 0.54202 -2.37009 -0.0046
H 2.63233 -0.70943 0.33923 0.0585
H 3.45996 0.37563 -0.54376 0.0578
H 1.13192 1.13994 -0.36974 0.0965
H 0.66673 -0.53265 -0.71975 0.0795
H 1.86873 -0.12832 -2.85341 0.0612
H 1.67231 1.45878 -2.55267 0.0534
```

The LUMO energy is 1.0 eV. For the HOMO energy, the calculation gives -9.01 eV. The HOMO-LUMO gap comes out at 10.0432 eV. The total charge is 0. The spin multiplicity is 1. The structure (SMILES) is CCN.NCN.

Arrangement Q

A cluster of 2 separate species, C3H13N3 in total. Source: OMol25; level of theory: wB97M-V/def2-TZVPD.

```
19
Properties=species:S:1:pos:R:3:lowdin_charge:R:1
C -2.90016 3.36784 1.87866 -0.1186
C -3.55080 2.60634 0.67119 -0.3308
N -2.60621 1.64281 0.06362 -0.0548
H -1.94026 2.94764 1.99696 0.0265
H -2.57356 4.44832 1.71964 0.0784
H -3.49610 3.45166 2.80294 0.0610
H -4.52930 1.96330 0.86246 0.1323
H -3.89738 3.33104 -0.12358 0.0924
H -1.65109 2.00148 -0.08754 0.0759
H -2.80656 0.75031 0.44463 0.0377
N 2.93088 -2.19986 -0.39925 -0.0406
C 3.01163 -2.99600 -1.69275 -0.2853
N 4.14489 -3.98508 -1.51181 -0.0311
H 2.29747 -2.48940 0.27975 0.0123
H 3.07992 -1.19574 -0.40920 0.0487
H 1.96071 -3.41365 -1.97794 0.1219
H 3.44026 -2.16688 -2.34605 0.1098
H 5.02480 -3.64427 -1.60522 -0.0062
H 4.06085 -4.41986 -0.56651 0.0706
```

The LUMO energy is 1.0 eV. For the HOMO energy, the calculation gives -8.66 eV. The HOMO-LUMO gap comes out at 9.6216 eV. The total charge is 0. The spin multiplicity is 1. The structure (SMILES) is CCN.NCN.

Most stable = arrangement P